[1]
{"formula": "C36H49As3BCl3F4N4O2PSn", "method": "ωB97M-V with the def2-TZVPD basis set", "charge": 3, "spin_multiplicity": 1, "energy_ev": -294915.9997, "elements": ["Sn", "C", "As", "C", "C", "C", "C", "C", "C", "C", "As", "C", "C", "H", "H", "H", "H", "H", "H", "H", "H", "H", "H", "H", "H", "H", "H", "H", "H", "O", "As", "C", "C", "C", "C", "C", "C", "C", "C", "C", "C", "C", "C", "C", "C", "C", "C", "C", "C", "H", "H", "H", "H", "H", "H", "H", "H", "H", "H", "H", "H", "H", "H", "H", "Cl", "C", "Cl", "Cl", "C", "N", "F", "B", "F", "F", "F", "C", "N", "C", "P", "O", "N", "C", "C", "N", "C", "C", "H", "H", "H", "H", "H", "H", "H", "H", "H", "H", "H", "H", "H", "H", "H", "H", "H", "H"], "coordinates": [[-0.191, -0.800, -1.266], [1.797, -2.890, 4.970], [1.875, -1.523, 3.639], [0.161, -0.789, 3.271], [3.125, -0.175, 4.170], [3.094, 0.812, 5.145], [4.232, 1.590, 5.305], [5.364, 1.389, 4.512], [5.390, 0.406, 3.532], [4.251, -0.373, 3.373], [3.797, -1.791, 2.162], [3.919, -1.098, 0.386], [4.896, -3.334, 2.405], [1.302, -2.450, 5.838], [2.808, -3.191, 5.239], [1.226, -3.733, 4.588], [-0.128, -0.295, 4.203], [-0.521, -1.597, 3.020], [0.256, -0.070, 2.459], [2.228, 0.975, 5.773], [4.248, 2.359, 6.066], [6.237, 2.007, 4.669], [6.275, 0.262, 2.925], [3.350, -0.172, 0.331], [3.553, -1.834, -0.322], [4.984, -0.907, 0.238], [5.895, -2.967, 2.644], [4.890, -3.903, 1.478], [4.518, -3.950, 3.219], [0.329, 0.685, 0.140], [0.425, 2.398, 0.129], [1.938, 2.854, -0.923], [3.152, 3.317, -0.422], [4.194, 3.587, -1.298], [4.028, 3.390, -2.661], [2.822, 2.914, -3.160], [1.774, 2.648, -2.295], [-1.122, 3.110, -0.712], [-1.071, 4.417, -1.192], [-2.216, 4.994, -1.717], [-3.404, 4.274, -1.747], [-3.451, 2.976, -1.258], [-2.309, 2.385, -0.736], [0.403, 2.975, 1.941], [1.261, 3.934, 2.474], [1.065, 4.378, 3.776], [0.017, 3.878, 4.533], [-0.849, 2.933, 3.995], [-0.664, 2.485, 2.698], [3.308, 3.456, 0.636], [5.135, 3.957, -0.915], [4.840, 3.614, -3.339], [2.696, 2.765, -4.223], [0.827, 2.301, -2.698], [-0.148, 4.984, -1.167], [-2.185, 6.005, -2.097], [-4.298, 4.732, -2.147], [-4.384, 2.430, -1.271], [-2.361, 1.378, -0.332], [2.061, 4.360, 1.893], [1.722, 5.131, 4.189], [-0.144, 4.245, 5.538], [-1.684, 2.569, 4.579], [-1.359, 1.770, 2.271], [3.074, -2.492, -6.706], [1.509, -1.787, -6.356], [1.209, -0.362, -7.348], [0.216, -2.972, -6.561], [1.499, -1.355, -4.937], [1.466, -1.020, -3.839], [0.651, -3.453, 2.166], [1.082, -3.300, 0.846], [0.329, -3.944, -0.077], [2.443, -3.620, 0.799], [0.995, -1.854, 0.550], [-4.570, -4.480, -2.032], [-3.397, -3.617, -1.856], [-2.139, -4.294, -2.171], [-3.466, -1.992, -1.888], [-2.217, -1.411, -1.187], [-4.876, -1.630, -1.157], [-5.180, -2.165, 0.173], [-5.641, -0.432, -1.487], [-3.474, -1.396, -3.410], [-2.889, -0.109, -3.777], [-4.378, -1.976, -4.407], [-4.530, -4.982, -3.001], [-5.490, -3.905, -1.971], [-4.580, -5.242, -1.252], [-2.126, -5.261, -1.668], [-1.290, -3.728, -1.805], [-2.034, -4.461, -3.247], [-4.507, -2.983, 0.419], [-6.204, -2.538, 0.196], [-5.078, -1.381, 0.927], [-5.333, -0.026, -2.448], [-5.509, 0.332, -0.716], [-6.703, -0.674, -1.544], [-2.707, 0.514, -2.902], [-3.577, 0.437, -4.424], [-1.951, -0.241, -4.325], [-4.450, -3.053, -4.281], [-3.975, -1.787, -5.400], [-5.382, -1.546, -4.351]], "lowdin_charge": [1.4547, -0.1786, 1.2376, -0.1839, -0.3887, -0.0529, -0.0291, -0.0271, -0.0509, -0.3894, 1.2358, -0.1732, -0.1756, 0.0653, 0.0553, 0.0554, 0.0625, 0.0599, 0.0079, 0.1192, 0.1261, 0.1268, 0.1214, 0.0413, 0.0514, 0.0672, 0.0623, 0.0591, 0.0552, -0.6760, 1.2672, -0.3136, -0.0878, -0.0512, -0.0375, -0.0452, -0.1040, -0.3193, -0.0736, -0.0375, -0.0345, -0.0608, -0.1117, -0.2963, -0.0758, -0.0510, -0.0468, -0.0585, -0.1190, 0.0856, 0.1189, 0.1229, 0.1191, 0.1039, 0.1173, 0.1234, 0.1231, 0.0986, 0.0854, 0.0892, 0.1205, 0.1214, 0.1188, 0.1056, 0.6721, -1.6463, 0.6480, 0.6338, -0.3809, 0.1119, 0.0997, -1.2911, 0.1949, 0.0937, -0.1016, -0.0826, -0.2929, -0.0685, 0.5489, -0.5117, -0.2965, -0.0778, -0.0713, -0.2964, -0.0928, -0.0580, 0.0914, 0.0818, 0.0985, 0.1028, 0.0385, 0.0961, 0.0829, 0.0995, 0.0891, 0.0709, 0.0813, 0.1024, 0.0475, 0.0995, 0.0829, 0.0727, 0.0981, 0.0941]}

---

[2]
{"formula": "C36H49BN8O4", "method": "ωB97M-V with the def2-TZVPD basis set", "spin_multiplicity": 1, "energy_ev": -58903.1364, "elements": ["C", "C", "C", "C", "C", "C", "C", "C", "C", "C", "C", "C", "C", "C", "N", "C", "B", "H", "N", "C", "C", "C", "C", "C", "C", "C", "C", "C", "C", "C", "C", "C", "C", "C", "C", "H", "H", "H", "H", "H", "H", "H", "H", "H", "H", "H", "H", "H", "H", "H", "H", "H", "H", "H", "H", "H", "H", "H", "H", "H", "H", "H", "H", "H", "H", "H", "H", "H", "H", "H", "H", "H", "H", "H", "H", "H", "H", "H", "H", "H", "H", "O", "N", "O", "C", "C", "C", "N", "O", "O", "C", "N", "N", "N", "N", "C", "H", "H"], "coordinates": [[0.601, -3.964, 1.654], [0.930, -3.705, 3.102], [0.203, -4.808, 3.874], [2.416, -3.929, 3.368], [0.502, -2.291, 3.617], [0.037, -2.286, 4.942], [-0.627, -1.196, 5.511], [-0.500, 0.035, 4.880], [0.358, 0.177, 3.756], [1.006, 1.602, 3.651], [2.039, 1.697, 2.570], [1.721, 1.923, 4.972], [-0.120, 2.600, 3.438], [0.581, -0.992, 2.976], [0.971, -0.878, 1.591], [0.269, -0.339, 0.536], [-0.860, 0.592, 0.737], [-1.658, 1.262, -2.012], [1.035, -0.535, -0.623], [0.637, -0.207, -1.988], [1.264, 0.879, -2.675], [2.530, 1.647, -2.190], [2.660, 2.992, -2.901], [3.830, 0.870, -2.461], [2.542, 1.981, -0.700], [0.674, 1.292, -3.857], [-0.579, 0.851, -4.227], [-1.189, -0.194, -3.572], [-0.489, -0.864, -2.553], [-1.077, -2.235, -2.111], [-2.312, -1.993, -1.262], [-0.143, -3.121, -1.311], [-1.492, -3.044, -3.350], [2.198, -1.184, -0.267], [2.172, -1.344, 1.089], [1.289, -3.474, 0.973], [0.706, -5.034, 1.444], [-0.434, -3.701, 1.423], [0.585, -4.939, 4.886], [-0.873, -4.641, 3.915], [0.358, -5.765, 3.375], [2.627, -3.844, 4.440], [2.690, -4.941, 3.053], [3.065, -3.225, 2.844], [0.110, -3.174, 5.565], [-1.169, -1.283, 6.470], [-0.991, 0.922, 5.314], [2.435, 2.706, 2.580], [1.616, 1.528, 1.597], [2.879, 1.016, 2.731], [1.048, 1.940, 5.833], [2.517, 1.194, 5.170], [2.185, 2.905, 4.882], [-0.747, 2.688, 4.328], [0.306, 3.577, 3.240], [-0.748, 2.314, 2.595], [-2.045, 0.329, 0.660], [-0.626, 1.777, 0.571], [1.715, 3.565, -2.817], [3.435, 3.599, -2.421], [2.917, 2.863, -3.954], [3.888, -0.059, -1.870], [3.926, 0.609, -3.527], [4.694, 1.497, -2.180], [2.693, 1.093, -0.081], [3.405, 2.642, -0.487], [1.625, 2.515, -0.415], [1.208, 1.981, -4.488], [-1.077, 1.307, -5.071], [-2.159, -0.585, -3.901], [-3.056, -1.372, -1.769], [-2.807, -2.958, -1.035], [-2.053, -1.488, -0.326], [0.800, -3.334, -1.824], [0.061, -2.650, -0.353], [-0.654, -4.074, -1.092], [-0.636, -3.201, -4.021], [-1.849, -4.037, -3.030], [-2.311, -2.573, -3.918], [2.941, -1.482, -0.975], [2.918, -1.731, 1.721], [-6.161, 3.508, -4.828], [-5.038, 3.990, -4.573], [-4.636, 5.067, -5.093], [-4.150, 3.335, -3.652], [-2.855, 3.845, -3.265], [-2.074, 3.190, -2.311], [-0.742, 3.577, -1.979], [-0.004, 4.087, -2.875], [-0.346, 3.381, -0.813], [-2.383, 1.915, -1.578], [-3.675, 1.460, -2.159], [-4.281, 0.304, -1.848], [-5.306, 0.125, -2.595], [-5.531, 1.190, -3.396], [-4.495, 2.048, -3.060], [-2.521, 4.803, -3.760], [-2.335, 1.877, -0.478]], "lowdin_charge": [-0.0656, -0.5332, -0.0758, -0.0334, -0.0427, -0.0398, -0.0373, -0.0300, -0.0709, -0.5407, -0.0496, -0.0372, -0.0281, -0.0456, 0.0611, -0.1002, 0.0595, 0.0725, 0.0590, -0.0492, -0.0562, -0.5077, -0.0691, -0.0393, -0.0584, -0.0245, -0.0362, -0.0462, -0.0755, -0.5295, -0.0435, -0.0654, -0.0472, -0.0189, -0.0272, 0.0536, 0.0994, 0.1016, 0.0786, 0.1014, 0.0883, 0.0965, 0.0989, 0.0614, 0.1061, 0.1241, 0.1208, 0.1034, 0.0366, 0.1036, 0.0839, 0.0978, 0.0921, 0.0846, 0.0997, 0.0655, 0.0785, 0.0596, 0.0566, 0.0929, 0.0860, 0.0541, 0.0953, 0.0959, 0.0502, 0.1057, 0.0739, 0.1127, 0.1273, 0.1269, 0.0466, 0.1059, 0.0534, 0.1037, 0.0266, 0.1022, 0.0976, 0.0923, 0.0848, 0.1316, 0.1116, 0.0288, -0.3549, -0.0112, -0.1057, 0.0880, -0.1527, -0.3082, -0.0039, -0.0109, -0.0587, -0.0254, -0.0171, -0.0487, 0.0776, -0.2214, 0.1471, 0.0794]}

---

Record-wise energy relative to the best compared isomer or geometry (same formula, charge and spin) values, in kcal/mol: 1.7, 8.1